The following is a quantum chemistry calculation of a structure of composition C27H28N2RhSi, from the OMol25 dataset.

Structure (XYZ):
```
59
Properties=species:S:1:pos:R:3:forces:R:3
Rh 0.505 0.262 -0.146 -7.7 3.6 -1.9
Si -1.862 -3.013 -0.975 2.1 -1.6 0.9
N -0.310 2.287 -0.467 -1.6 -2.0 1.1
N -1.508 0.327 0.992 -0.4 0.0 -0.2
C 2.220 -0.632 -0.641 2.2 -1.1 -0.1
C 1.574 -5.433 -1.464 -0.3 0.5 -0.1
C -0.095 -3.675 -1.525 0.0 0.6 0.4
C -2.277 1.525 0.681 2.4 -0.7 -0.6
C 1.353 -0.463 1.513 2.1 0.2 1.2
C 2.235 -4.825 -2.546 -0.1 -0.1 0.2
C -3.519 -3.447 1.195 0.2 -0.4 0.6
C 2.447 0.709 -0.175 1.2 -0.7 -0.1
C -3.860 -3.820 2.498 0.2 0.0 -0.1
C -4.247 2.908 0.703 -0.3 -3.7 1.6
C -2.725 -3.992 -2.251 -1.0 0.5 0.3
C 0.435 3.252 -1.008 0.2 2.9 -1.0
C -1.392 4.818 -0.854 -2.1 0.1 0.6
C -0.085 4.536 -1.209 2.5 -1.6 -0.3
C -2.193 3.817 -0.261 0.7 0.0 0.0
C -1.154 -3.503 1.794 -0.5 -0.3 0.2
C 1.554 -1.353 0.406 1.1 -1.3 -0.2
C -2.169 -3.368 0.838 -0.1 0.5 -0.7
C 0.606 -3.031 -2.552 0.4 -0.5 0.0
C -1.582 2.545 -0.010 1.4 0.3 -0.9
C 0.402 -4.845 -0.950 0.5 -0.2 -0.3
C -3.614 1.681 1.005 -3.4 1.9 0.2
C -2.845 -4.062 3.434 0.0 0.1 -0.1
C 1.916 0.811 1.157 1.7 -0.1 2.3
C -3.552 3.960 0.118 1.2 1.5 -0.9
C -1.498 -3.871 3.100 0.0 0.1 -0.3
C 1.762 -3.621 -3.092 -0.3 -0.1 0.4
H -0.116 -5.294 -0.093 0.2 0.0 -0.4
H 1.458 2.991 -1.287 -0.5 0.2 0.0
H 2.983 1.476 -0.719 -0.3 0.0 0.0
H -3.102 -4.410 4.434 0.0 0.1 -0.2
H -3.771 -3.738 -1.992 0.1 -0.8 -0.8
H -0.109 -3.365 1.497 -0.4 -0.2 0.2
H -5.301 3.027 0.950 0.3 0.0 0.0
H -1.118 -1.694 -0.826 1.1 1.1 0.0
H -4.910 -3.951 2.758 0.3 0.0 0.1
H 2.504 -1.022 -1.613 0.0 0.0 0.3
H -4.162 0.864 1.490 0.2 0.4 -0.2
H -4.042 4.911 -0.070 0.0 -0.2 0.0
H -2.394 -3.448 -3.154 -0.4 -0.8 0.0
H 0.257 -2.060 -2.915 0.1 -0.3 -0.1
H 3.140 -5.288 -2.950 -0.3 0.2 0.1
H 0.872 -0.709 2.453 0.0 0.0 -0.2
H -1.816 5.810 -1.022 0.1 -0.3 0.0
H 1.967 1.686 1.802 -0.1 -0.2 -0.3
H 1.290 -2.408 0.379 0.0 0.4 -0.2
H 1.944 -6.351 -0.998 0.0 0.3 -0.3
H -4.288 -3.260 0.437 0.2 -0.2 0.4
H -2.021 -0.551 0.863 -0.3 0.3 0.0
H -1.229 0.313 1.978 0.0 0.2 -0.3
H -2.416 -5.048 -2.147 -0.4 0.6 -0.5
H 2.288 -3.138 -3.925 -0.2 -0.2 0.4
H -2.579 -1.731 -1.201 -1.1 1.0 -0.3
H -0.704 -4.044 3.828 -0.3 0.1 -0.1
H 0.572 5.285 -1.656 -0.3 -0.2 0.2
```
Forces are in eV/Å.

Properties
2S+1: 5
maximum force: 8.7 eV/Å
M: 511.5 g mol⁻¹
total charge: +1
HOMO level (alpha / beta): -8.81 / -11.37 eV
E_LUMO (alpha / beta): -2.61 / -6.53 eV